[1]
C14H43O10Ti as an isolated structure at a distorted geometry, computed with ωB97M-V/def2-TZVPD.

```
68
Properties=species:S:1:pos:R:3:mulliken_spin:R:1
Ti 4.073 -0.609 2.348 3.27
C 0.574 0.078 -0.076 0.00
C 1.878 -0.289 0.621 0.05
O 1.862 -0.898 1.688 -0.24
O 2.973 0.108 0.125 -0.14
H 0.467 -0.670 -0.862 0.00
H 0.621 1.041 -0.584 0.00
H -0.276 0.082 0.606 0.00
C 2.124 3.272 1.342 0.02
O 1.297 4.370 1.655 0.00
H 2.397 2.686 2.219 0.01
H 1.536 2.629 0.687 -0.01
H 3.035 3.534 0.803 0.00
H 1.204 4.882 0.849 0.00
C 2.973 -2.586 -1.983 0.00
O 3.110 -3.034 -3.323 0.00
H 2.788 -3.466 -1.367 0.00
H 3.915 -2.187 -1.605 0.01
H 2.076 -1.978 -1.867 0.00
H 2.308 -2.959 -3.844 0.00
C 0.443 1.408 -3.571 0.00
O 0.114 2.096 -4.747 0.00
H -0.056 0.440 -3.533 0.00
H 1.529 1.323 -3.532 0.00
H 0.093 1.970 -2.705 0.00
H 0.603 2.921 -4.721 0.00
C 4.470 2.426 -1.702 -0.01
O 4.451 1.070 -2.007 0.00
H 4.791 2.487 -0.662 0.01
H 5.214 2.980 -2.273 0.00
H 3.547 2.964 -1.917 0.00
H 3.894 0.691 -1.323 0.01
C -1.442 -4.082 1.187 0.00
C -0.339 -4.014 2.259 0.00
O 0.915 -3.943 1.655 -0.01
H -1.267 -3.226 0.537 0.00
H -2.466 -4.032 1.557 0.00
H -1.290 -5.035 0.679 0.00
H -0.217 -4.938 2.823 0.00
H -0.446 -3.223 3.002 0.00
H 1.314 -3.069 1.662 0.01
C -1.782 1.209 4.492 0.00
C -0.902 0.364 3.571 0.00
O 0.449 0.519 3.844 0.01
H -2.833 1.090 4.229 0.00
H -1.559 2.276 4.485 0.00
H -1.766 0.980 5.558 0.00
H -1.111 0.667 2.545 0.00
H -1.149 -0.696 3.622 0.00
H 0.899 -0.065 3.229 0.01
C -2.344 2.895 1.036 0.00
C -2.791 2.074 -0.155 0.00
O -4.096 2.431 -0.581 0.00
H -1.447 2.484 1.498 0.00
H -3.186 2.888 1.729 0.00
H -2.075 3.899 0.707 0.00
H -2.805 1.013 0.094 0.00
H -2.064 2.231 -0.952 0.00
H -4.169 2.054 -1.461 0.00
C -2.627 -1.622 -2.131 0.00
C -3.994 -2.240 -1.907 0.00
O -3.907 -3.337 -1.098 0.00
H -2.029 -2.247 -2.795 0.00
H -2.023 -1.432 -1.244 0.00
H -2.923 -0.652 -2.532 0.00
H -4.496 -2.515 -2.835 0.00
H -4.648 -1.490 -1.462 0.00
H -3.412 -3.998 -1.588 0.00
```

- Multiplicity: 4
- Expectation value of S²: 3.75
- HOMO energy (alpha / beta): -0.278 / -0.368 hartree
- LUMO (alpha / beta): -0.77 / -0.73 eV
- Energy relative to the best compared isomer or geometry (same formula, charge and spin): 57.65 kcal/mol



[2]
C14H44AsF6N2O10 as an isolated structure at a distorted geometry, computed with ωB97M-V/def2-TZVPD.

```
77
Properties=species:S:1:pos:R:3:lowdin_charge:R:1
As 11.661 5.074 3.439 1.26
F 12.170 3.834 4.717 -0.16
F 12.560 4.256 2.201 -0.12
F 11.189 6.294 2.236 0.04
F 10.859 6.216 4.670 -0.19
F 13.135 6.069 3.751 -0.22
F 10.152 4.221 3.124 -0.14
C 11.299 12.245 2.547 -0.05
C 11.341 10.730 2.918 -0.42
C 12.789 10.216 3.021 -0.11
O 12.795 8.752 3.078 -0.15
C 13.915 8.096 2.463 -0.08
N 10.588 10.326 4.102 0.06
H 12.110 12.398 1.834 0.06
H 11.533 12.787 3.463 0.07
H 10.320 12.539 2.169 0.07
H 10.966 10.168 2.063 0.12
H 13.348 10.816 3.739 0.13
H 13.342 10.519 2.132 0.11
H 14.018 8.021 1.381 0.07
H 13.918 7.010 2.558 0.04
H 14.836 8.454 2.922 0.12
H 11.053 9.512 4.479 0.02
H 9.768 9.864 3.737 0.02
C 9.092 3.507 4.968 -0.04
C 7.946 4.443 4.510 -0.37
C 6.872 4.731 5.551 -0.22
O 5.969 3.698 5.779 -0.18
C 4.981 3.275 4.800 -0.08
N 8.381 5.644 3.787 0.05
H 8.799 2.652 5.577 0.09
H 9.683 4.053 5.704 0.08
H 9.785 3.157 4.203 0.06
H 7.418 3.891 3.732 0.11
H 6.426 5.725 5.587 0.12
H 7.417 4.780 6.494 0.12
H 4.538 2.306 5.028 0.08
H 5.433 3.040 3.836 0.07
H 4.178 3.989 4.616 0.08
H 9.141 5.182 3.310 -0.03
H 8.879 6.352 4.309 0.06
C 13.078 1.077 4.569 -0.22
C 14.572 1.653 4.803 -0.19
O 14.583 3.097 4.705 -0.10
O 12.241 1.818 5.428 -0.06
H 13.116 0.007 4.776 0.10
H 12.846 1.004 3.506 0.10
H 15.290 1.296 4.065 0.10
H 14.983 1.342 5.763 0.10
H 15.513 3.325 4.640 0.08
H 12.394 2.682 5.038 -0.11
C 13.991 6.051 0.991 -0.33
C 13.305 5.099 -0.010 -0.20
O 11.951 4.925 0.341 -0.07
O 15.349 6.185 0.801 -0.01
H 13.891 5.600 1.978 0.09
H 13.477 7.011 0.938 0.09
H 13.816 4.142 -0.110 0.11
H 13.377 5.325 -1.074 0.12
H 11.944 4.858 1.298 -0.09
H 15.685 7.080 0.883 0.09
C 9.357 7.137 1.017 -0.17
C 8.594 8.345 1.532 -0.22
O 9.082 8.782 2.758 -0.10
O 9.425 5.973 1.817 -0.17
H 10.377 7.498 0.879 0.12
H 8.952 6.870 0.041 0.13
H 7.543 8.101 1.687 0.12
H 8.678 9.245 0.922 0.12
H 8.957 8.027 3.337 0.08
H 10.318 6.052 2.162 -0.36
O 11.992 7.938 4.794 -0.10
H 11.965 6.982 4.777 -0.07
H 12.127 8.191 3.880 -0.17
O 8.886 3.733 1.784 -0.02
H 8.821 4.564 1.314 0.02
H 9.567 3.881 2.440 -0.32
```

- Total charge: -1
- HOMO energy: -0.203 hartree
- LUMO: 1.00 eV



[3]
C14H44B3N5O9P2S as an isolated structure, computed with ωB97M-V/def2-TZVPD.

```
78
Properties=species:S:1:pos:R:3:lowdin_charge:R:1
N 2.929 -0.063 -2.916 0.00
C 2.859 -0.274 -1.473 -0.27
C 1.471 -0.007 -0.872 -0.05
B 1.029 1.470 -0.666 -0.52
O 1.716 2.326 0.181 0.27
B 0.992 3.185 0.970 -0.58
P 1.713 4.634 2.063 0.85
N 1.895 3.835 3.566 -0.19
O 3.309 4.559 1.599 -0.32
O -0.398 2.980 0.986 0.20
B -0.971 2.357 -0.085 -0.60
P -2.859 1.938 0.051 0.22
O -2.749 0.624 0.988 -0.21
O -3.241 1.354 -1.406 -0.22
S -4.003 3.330 0.693 0.31
O -0.192 1.974 -1.144 0.27
H 2.700 0.895 -3.156 0.06
H 2.251 -0.654 -3.384 0.06
H 3.138 -1.311 -1.276 0.09
H 3.614 0.352 -0.991 0.12
H 1.440 -0.450 0.135 0.13
H 0.724 -0.545 -1.466 0.11
H 2.103 2.843 3.535 0.04
H 1.103 3.986 4.178 0.03
H 3.522 5.254 0.976 0.04
H -3.425 -0.047 0.834 0.08
H -4.187 1.175 -1.492 0.08
C -2.927 -1.164 5.344 -0.07
C -2.624 -0.248 6.525 -0.44
C -3.011 1.218 6.296 -0.21
O -2.148 1.931 5.434 -0.19
C -2.403 1.774 4.051 -0.12
N -1.222 -0.417 6.909 0.04
H -2.189 -1.034 4.552 0.06
H -2.886 -2.205 5.663 0.07
H -3.916 -0.963 4.927 0.08
H -3.230 -0.585 7.373 0.13
H -2.962 1.741 7.254 0.12
H -4.045 1.283 5.929 0.12
H -3.475 1.690 3.846 0.09
H -1.902 0.897 3.633 0.07
H -2.029 2.663 3.543 0.08
H -1.037 0.073 7.778 0.07
H -0.641 0.037 6.211 0.07
C 2.643 -6.301 -0.241 -0.07
C 3.430 -5.056 0.155 -0.44
C 2.619 -4.037 0.962 -0.20
O 1.681 -3.293 0.205 -0.21
C 0.433 -3.915 -0.018 -0.10
N 4.048 -4.485 -1.040 0.04
H 1.976 -6.091 -1.078 0.07
H 3.328 -7.085 -0.562 0.08
H 2.045 -6.678 0.590 0.08
H 4.245 -5.370 0.816 0.14
H 3.309 -3.296 1.372 0.12
H 2.112 -4.528 1.803 0.12
H 0.135 -4.522 0.843 0.09
H 0.437 -4.553 -0.906 0.08
H -0.302 -3.123 -0.162 0.08
H 4.695 -3.746 -0.788 0.07
H 3.330 -4.047 -1.608 0.07
C -0.518 3.083 -6.321 -0.07
C -0.672 2.477 -4.929 -0.43
C -0.189 1.023 -4.845 -0.21
O -1.058 0.064 -5.416 -0.18
C -0.957 -0.100 -6.816 -0.11
N -2.046 2.682 -4.478 0.06
H -1.302 2.727 -6.990 0.06
H -0.608 4.167 -6.265 0.08
H 0.449 2.836 -6.763 0.08
H -0.027 3.042 -4.246 0.13
H -0.123 0.750 -3.788 0.11
H 0.814 0.936 -5.288 0.12
H 0.080 0.007 -7.152 0.09
H -1.572 0.616 -7.366 0.07
H -1.300 -1.107 -7.049 0.09
H -2.154 2.405 -3.506 0.05
H -2.642 2.042 -4.996 0.07
```

- HOMO energy: -0.322 hartree
- LUMO: -0.03 eV



Number 1: energy -58799.7665 eV. Number 2: energy -115810.6533 eV. Number 3: energy -72560.0949 eV.